Here is 11 unconnected molecules or ions with the total composition C36H80N8O17 from OMol25. Energies are from wB97M-V/def2-TZVPD.

Values from the calculation:
Lowest unoccupied orbital energy, eV: 0.50
SMILES string: CCOC(=O)OC.CCOC(=O)OC.CCOC(=O)OC.CN(C)C=O.CN(C)C=O.CN(C)C=O.CN(C)C=O.CN(C)C=O.CN(C)C=O.CN(C)C=O.CN(C)C=O
Calculated total energy, Eh: -3136.7338

XYZ file:
```
141
Properties=species:S:1:pos:R:3:forces:R:3:lowdin_charge:R:1
C 7.1776 16.8154 10.3200 -0.062 0.147 0.336 -0.0634
C 8.2287 17.9323 10.4222 -0.895 -0.799 -0.136 -0.1781
O 7.6404 19.2585 10.2680 -0.996 0.818 1.464 -0.0052
C 6.9911 19.8611 11.3356 1.166 -2.177 2.831 -0.4778
O 6.7860 19.3493 12.4773 0.511 1.786 -4.305 0.0725
O 6.7720 21.1395 11.0049 0.644 -2.136 -1.876 -0.0411
C 6.2069 22.0247 11.8888 -1.023 0.680 1.372 -0.0780
H 6.3564 16.9923 11.0146 -0.195 0.205 -0.280 0.0739
H 7.5444 15.8328 10.6170 0.565 0.134 0.058 0.0753
H 6.8554 16.6937 9.2858 -0.357 0.256 0.110 0.0740
H 8.8519 17.8074 9.5367 0.354 0.491 0.322 0.1228
H 8.7990 17.8417 11.3468 -0.051 0.321 -0.109 0.1006
H 5.3637 21.6093 12.4406 0.092 -0.291 0.058 0.0997
H 5.7936 22.8353 11.2885 0.401 0.185 0.140 0.1012
H 6.9643 22.3322 12.6099 -0.123 0.377 0.025 0.1025
C 9.3943 14.5046 16.5847 1.446 0.014 0.849 -0.0391
C 10.8912 14.4052 16.1717 -1.124 -0.681 -0.149 -0.1707
O 11.4960 15.4774 15.4410 1.614 -0.611 1.034 0.0265
C 10.9541 16.1094 14.4472 -2.216 2.097 0.424 -0.6173
O 9.9622 15.7898 13.8496 0.151 -0.636 -0.823 0.1364
O 11.4905 17.3517 14.4220 1.943 -1.834 0.136 0.0007
C 10.9170 18.3576 13.6890 -2.353 2.525 -0.408 -0.0658
H 9.1479 15.4228 17.1179 0.004 0.395 -0.567 0.0557
H 9.4164 13.8157 17.4291 -0.516 -0.545 -0.073 0.0713
H 8.6607 14.1782 15.8474 0.289 0.230 0.045 0.0797
H 10.9959 13.4390 15.6782 0.109 0.144 -0.666 0.0937
H 11.5494 14.2894 17.0328 -0.250 0.425 0.066 0.0832
H 10.1266 18.0988 12.9844 0.308 -0.692 0.020 0.0774
H 11.5174 19.1272 13.2038 1.137 -0.968 -0.152 0.0797
H 10.4065 18.9865 14.4184 -0.433 0.061 0.238 0.0849
C 10.4041 18.4146 17.8358 0.516 -0.875 -0.131 -0.0428
C 10.5186 19.7852 17.2142 0.371 -0.981 0.054 -0.2010
O 10.8192 20.6667 18.2812 -0.615 0.777 0.195 0.0360
C 12.0779 21.0479 18.4936 -0.038 -1.818 -2.242 -0.6411
O 13.0699 20.6002 17.9591 -0.275 -0.010 0.142 0.1144
O 12.0214 22.0228 19.3142 0.349 2.139 1.850 0.0348
C 13.1294 22.9220 19.3317 -0.239 0.937 1.188 -0.0214
H 10.4964 17.5973 17.1205 -0.455 0.077 -0.346 0.0658
H 9.4974 18.3016 18.4300 0.041 -0.021 -0.104 0.0807
H 11.2555 18.2176 18.4873 0.051 0.307 0.216 0.0535
H 9.5548 20.0420 16.7746 0.101 0.504 0.158 0.1268
H 11.3006 19.8876 16.4618 0.007 -0.283 -0.033 0.1172
H 13.3454 23.3066 18.3350 0.294 -0.382 0.120 0.1087
H 13.9753 22.5882 19.9325 0.221 -0.696 -0.739 0.0982
H 12.7800 23.7426 19.9583 -0.301 0.214 -0.330 0.0920
C 8.5277 10.5315 13.2330 1.042 0.575 0.871 0.0100
N 9.1739 9.9479 14.5130 -0.103 -1.213 -4.433 -0.1479
C 10.0066 8.7220 14.4010 -0.683 0.485 0.566 -0.0296
C 8.8560 10.4183 15.6806 -0.992 2.641 1.827 -0.3733
O 8.1506 11.4287 15.8658 0.751 -1.411 0.116 -0.0348
H 7.6441 11.1480 13.3980 0.098 -0.305 0.837 0.0816
H 8.2568 9.8683 12.4115 0.360 -0.833 0.625 0.0824
H 9.2535 11.2311 12.8185 0.089 -0.052 -0.081 0.0525
H 10.8927 8.8007 13.7712 -0.402 0.318 -0.495 0.0812
H 10.4288 8.5081 15.3829 -0.266 -0.079 0.168 0.0718
H 9.3344 7.9142 14.1119 0.422 -0.218 -0.215 0.0897
H 9.3789 9.8727 16.4813 -0.258 0.096 0.310 0.1294
C 6.4664 13.4822 20.7779 0.429 -0.369 0.997 -0.0738
N 7.1929 14.4365 20.0062 -0.545 0.747 -0.621 -0.2009
C 6.5044 14.8049 18.7665 1.329 0.081 0.095 -0.0270
C 8.2744 15.1152 20.4386 -0.562 0.993 -0.448 -0.3201
O 8.7901 16.0249 19.7940 0.263 -0.577 0.380 -0.0212
H 6.8222 12.5030 20.4574 -0.603 -0.380 0.366 0.0947
H 5.3862 13.6035 20.6978 0.051 -0.090 -0.537 0.0912
H 6.6339 13.6473 21.8422 0.419 -0.291 0.088 0.0872
H 6.2680 13.8865 18.2290 -0.355 0.125 -0.002 0.0972
H 5.6412 15.4234 19.0123 -0.160 -0.145 -0.243 0.0979
H 7.2208 15.3670 18.1674 -0.317 0.107 -0.017 0.0634
H 8.5902 14.8576 21.4614 0.144 -0.231 -0.110 0.1395
C 14.3062 20.9193 11.9697 1.584 -0.481 0.670 -0.0451
N 14.6112 19.9831 10.8958 -0.328 -0.031 0.141 -0.1770
C 15.1002 18.6577 11.1558 0.203 -0.927 1.107 -0.0421
C 14.0540 20.1785 9.7209 -0.682 -0.147 -1.718 -0.3926
O 13.9443 19.3360 8.8325 -0.052 0.737 0.073 -0.0177
H 15.0977 20.6648 12.6746 -0.245 0.573 0.594 0.0689
H 13.3394 20.8318 12.4653 -0.057 -0.411 -0.338 0.0671
H 14.4412 21.9532 11.6520 0.015 -0.091 -0.197 0.0893
H 16.0911 18.6590 11.6101 0.076 0.297 0.031 0.0904
H 14.4494 18.1531 11.8699 -0.141 -0.078 0.161 0.0874
H 15.1379 18.0164 10.2752 -0.134 0.582 -0.139 0.0865
H 13.7136 21.2209 9.6228 -0.216 0.005 -0.282 0.1277
C 13.4052 16.7957 20.4669 -0.060 -0.038 0.334 -0.0433
N 12.7420 15.5030 20.5525 0.952 0.727 3.360 -0.1815
C 12.2704 14.9335 19.3628 -0.752 -1.024 -0.599 -0.0818
C 12.6203 14.9282 21.8145 -2.112 -1.985 -0.924 -0.2492
O 12.0115 13.8521 22.0832 1.779 2.789 -1.033 -0.0435
H 12.7041 17.4839 19.9945 0.293 0.257 -0.038 0.0813
H 14.3605 16.7724 19.9425 -0.201 -0.197 -0.293 0.0721
H 13.6585 17.1510 21.4657 -0.281 0.043 0.034 0.0856
H 11.9794 15.6712 18.6150 0.177 0.282 0.216 0.0770
H 13.0495 14.2898 18.9546 -0.135 -0.279 -0.404 0.0956
H 11.3644 14.3745 19.5972 0.089 -0.330 -0.160 0.0846
H 13.0335 15.5622 22.6141 0.102 -0.144 -0.195 0.1280
C 11.6460 12.4489 13.1325 1.010 -0.302 -0.016 -0.0342
N 13.1021 12.4647 13.4442 -0.813 -0.512 -0.122 -0.1775
C 13.7941 11.1930 13.5509 0.039 0.498 0.798 -0.0276
C 13.7216 13.6331 13.4694 2.920 2.002 1.105 -0.3092
O 14.9224 13.9171 13.7845 -3.497 -1.341 -1.131 -0.0339
H 11.0775 11.9384 13.9099 0.176 -0.321 0.003 0.0652
H 11.5341 11.9514 12.1691 -0.349 -0.086 0.014 0.0925
H 11.2172 13.4496 13.0813 0.325 0.082 -0.113 0.0786
H 13.8288 10.7198 12.5696 -0.192 -0.441 0.255 0.0961
H 14.8085 11.3242 13.9275 0.026 0.439 -0.344 0.0893
H 13.3067 10.6560 14.3646 -0.240 -0.710 -0.492 0.0806
H 12.9574 14.3830 13.2127 0.567 0.666 0.063 0.1247
C 11.4531 11.3302 20.2289 1.391 -0.893 -0.987 -0.0319
N 11.9353 10.4455 19.0972 -1.458 1.142 0.749 -0.1609
C 12.5793 11.1345 17.9778 0.426 -0.752 -0.002 -0.0413
C 11.4307 9.1898 19.0837 0.433 -0.794 -0.829 -0.3534
O 11.5140 8.3550 18.1879 -0.004 0.854 0.211 -0.0142
H 10.5845 11.9156 19.9270 0.126 0.120 0.090 0.0831
H 12.3195 11.9358 20.4948 -0.446 0.394 0.060 0.0642
H 11.2402 10.7172 21.1047 -0.190 0.009 -0.187 0.0835
H 13.3282 11.7944 18.4158 0.247 -0.160 -0.222 0.0814
H 13.0086 10.4024 17.2939 0.427 -0.200 0.433 0.0820
H 12.0080 11.7414 17.2754 -0.999 0.174 0.539 0.0678
H 10.9582 8.9231 20.0417 -0.040 0.121 0.000 0.1293
C 9.0107 22.7558 9.4684 0.561 -0.579 -0.864 -0.0572
N 10.0865 21.7501 9.6028 -0.644 -0.307 0.133 -0.1642
C 10.6915 21.4055 8.3059 0.591 0.851 0.580 -0.0255
C 10.4220 21.2676 10.8383 -0.511 0.950 -1.136 -0.3172
O 11.3525 20.5604 11.1537 -0.169 -0.268 -0.156 0.0191
H 8.5640 23.1866 10.3645 0.535 -0.386 0.272 0.0795
H 8.2027 22.3126 8.8864 -0.114 0.094 -0.055 0.0878
H 9.4795 23.5431 8.8780 -0.372 0.371 0.032 0.0825
H 10.0342 20.9975 7.5380 -0.457 -0.556 0.592 0.0897
H 10.9646 22.3616 7.8594 0.498 0.103 -0.049 0.0804
H 11.5878 20.8006 8.4433 -0.195 -0.103 -0.004 0.0743
H 9.6845 21.7133 11.5236 0.182 -0.245 0.649 0.1296
C 14.3595 17.2164 17.2936 -1.036 0.577 2.360 -0.1081
N 14.9137 17.7051 16.1083 1.051 0.654 -1.867 -0.1788
C 15.0828 16.6997 15.0661 0.505 0.174 -0.246 -0.0400
C 15.2610 19.0472 16.0253 -0.992 -0.376 -3.106 -0.2485
O 15.4974 19.6469 14.9384 -0.031 -1.567 2.969 -0.0401
H 13.8860 16.2349 17.3178 0.462 -0.172 -0.907 0.0842
H 13.5297 17.8720 17.5574 -0.048 0.168 0.512 0.0748
H 15.0892 17.2309 18.1032 0.045 -0.061 0.206 0.0821
H 15.5349 15.8000 15.4837 0.263 0.117 0.184 0.0799
H 14.1458 16.3211 14.6576 -0.183 0.512 -0.132 0.0647
H 15.7457 17.0759 14.2870 -0.273 0.021 -0.054 0.0900
H 15.1314 19.5458 16.9983 0.258 0.126 -0.215 0.1207
```
Forces are in eV/Å.